Entry from OMol25: a structure of composition C47H54BrIN6Tc at a distorted geometry (the ωB97M-V functional and the def2-TZVPD basis).

Geometry as XYZ:
```
110
C47H54BrIN6Tc | OMol25 | the ωB97M-V functional and the def2-TZVPD basis
Tc 0.03919 -0.16437 0.03737
C 6.21483 -0.54418 0.94303
C 5.72263 0.59205 0.06045
C 4.26189 0.76432 -0.17785
C 3.77153 1.64648 -1.11742
C 4.54309 2.54146 -2.01750
C 4.81405 3.89621 -1.35310
C 2.34305 1.55769 -1.06660
N 1.95261 0.57437 -0.19840
C 3.10425 0.15323 0.42975
C 3.09111 -0.65850 1.54705
C 1.96864 -1.14140 2.20246
C 2.04461 -2.01790 3.33840
C 3.30291 -2.59719 3.87937
C 3.72581 -3.79591 3.02073
C 0.75622 -2.30715 3.70623
C -0.09593 -1.59432 2.78851
C -1.47905 -1.71100 2.75632
C -2.31135 -1.14463 1.80895
N -1.89479 -0.39145 0.73852
C -3.03724 0.10863 0.17389
C -3.06897 1.09780 -0.78855
C -1.96249 1.74027 -1.30665
N -0.65180 1.42924 -1.01014
C 0.10499 2.31582 -1.75165
C 1.48174 2.37211 -1.78176
C -0.73778 3.17313 -2.53850
C -2.03533 2.81729 -2.25451
C -3.28787 3.41379 -2.78837
C -3.85125 4.48190 -1.84365
C -0.24663 4.23734 -3.44983
C 0.08649 5.51506 -2.67129
C -4.20513 -0.45632 0.79547
C -3.75126 -1.24457 1.82063
C -4.53204 -2.04254 2.80129
C -4.75586 -1.26135 4.10210
C -5.60162 -0.15722 0.38709
C -6.10808 1.12010 1.06759
N 0.65833 -0.90360 1.87276
C 0.32437 -3.19834 4.81877
C 0.31792 -2.45757 6.15962
H 7.29926 -0.58325 0.88310
H 5.83030 -1.50670 0.61337
H 5.95942 -0.37698 1.98643
H 6.19278 0.49807 -0.92390
H 6.09339 1.53409 0.47573
H 3.99407 2.69800 -2.94728
H 5.49643 2.07282 -2.26694
H 3.88315 4.39857 -1.10163
H 5.37752 4.52687 -2.03424
H 5.39224 3.76531 -0.44270
H 4.04122 -0.90508 1.98972
H 3.14744 -2.92300 4.90725
H 4.09464 -1.84685 3.88035
H 2.97062 -4.57736 3.06180
H 4.66266 -4.20392 3.38794
H 3.85200 -3.50126 1.97876
H -1.94816 -2.28629 3.54178
H -4.03596 1.43977 -1.11816
H 1.93062 3.13157 -2.40125
H -4.03775 2.63641 -2.93962
H -3.08532 3.87218 -3.75581
H -4.02994 4.07697 -0.85087
H -4.78885 4.86302 -2.23774
H -3.15766 5.31156 -1.74819
H -1.01239 4.46441 -4.19014
H 0.63830 3.89178 -3.98732
H -0.80257 5.90336 -2.18347
H 0.46903 6.27370 -3.34689
H 0.83259 5.32373 -1.90518
H -4.00953 -2.97681 3.02468
H -5.50281 -2.29478 2.37355
H -3.81252 -0.91490 4.51526
H -5.24630 -1.89497 4.83451
H -5.38294 -0.39402 3.91794
H -6.25119 -0.98741 0.66385
H -5.65358 -0.03640 -0.69677
H -6.12158 0.99372 2.14605
H -7.11761 1.33907 0.73235
H -5.46966 1.96681 0.82991
H 1.01753 -4.03860 4.88726
H -0.67041 -3.60044 4.62541
H 1.31138 -2.08494 6.39471
H 0.00417 -3.13491 6.94934
H -0.36598 -1.61375 6.13261
C -3.42579 -4.89891 -1.11617
C -2.71425 -3.83727 -1.88674
C -2.55731 -3.87887 -3.27238
C -2.03458 -2.78345 -3.93256
C -1.63484 -1.69174 -3.17319
Br -1.12041 -0.08687 -4.04228
N -1.64853 -1.68204 -1.85169
C -2.19495 -2.72524 -1.23600
H -4.15635 -5.40503 -1.74125
H -3.93585 -4.45568 -0.26241
H -2.73333 -5.65203 -0.73992
H -2.86343 -4.74527 -3.83596
H -1.95824 -2.75740 -5.00769
H -2.24307 -2.66261 -0.15711
I 2.14703 -1.29716 -2.91370
C 1.68246 -2.68403 -1.40258
C 2.28815 -3.93175 -1.51122
C 1.96944 -4.92376 -0.60164
C 1.00100 -4.63826 0.35082
C 0.44849 -3.37358 0.37944
N 0.80820 -2.37742 -0.44173
H 2.99519 -4.11318 -2.30646
H 2.45147 -5.88925 -0.64570
H 0.69213 -5.37940 1.07100
H -0.30923 -3.14778 1.11532
```

As for the net charge: +2. As for the total energy: -5104.0086 hartree. Its expectation value of S² is 3.875. The multiplicity is 4. For the HOMO energy (alpha / beta), the calculation gives -0.4559 / -0.4783 Eh. For the gap between HOMO and LUMO (alpha / beta), the calculation gives 5.82 / 4.94 eV.

Atomic partial charges in e from the Löwdin method, atoms 1 to 99:
1. Tc 1.541
2. C -0.087
3. C -0.167
4. C -0.085
5. C -0.145
6. C -0.176
7. C -0.058
8. C -0.271
9. N -0.076
10. C -0.188
11. C 0.086
12. C -0.188
13. C -0.110
14. C -0.163
15. C -0.061
16. C -0.112
17. C -0.212
18. C 0.065
19. C -0.208
20. N -0.038
21. C -0.199
22. C 0.071
23. C -0.223
24. N -0.047
25. C -0.215
26. C 0.062
27. C -0.131
28. C -0.134
29. C -0.169
30. C -0.056
31. C -0.169
32. C -0.056
33. C -0.107
34. C -0.115
35. C -0.175
36. C -0.058
37. C -0.169
38. C -0.056
39. N -0.034
40. C -0.178
41. C -0.062
42. H 0.087
43. H 0.081
44. H 0.073
45. H 0.125
46. H 0.130
47. H 0.114
48. H 0.117
49. H 0.074
50. H 0.084
51. H 0.077
52. H 0.088
53. H 0.117
54. H 0.116
55. H 0.074
56. H 0.084
57. H 0.068
58. H 0.117
59. H 0.116
60. H 0.114
61. H 0.116
62. H 0.117
63. H 0.072
64. H 0.085
65. H 0.071
66. H 0.116
67. H 0.118
68. H 0.072
69. H 0.085
70. H 0.071
71. H 0.115
72. H 0.117
73. H 0.074
74. H 0.084
75. H 0.070
76. H 0.117
77. H 0.118
78. H 0.070
79. H 0.085
80. H 0.070
81. H 0.118
82. H 0.108
83. H 0.078
84. H 0.084
85. H 0.080
86. C -0.027
87. C -0.233
88. C 0.007
89. C -0.078
90. C -0.732
91. Br 0.796
92. N 0.015
93. C -0.116
94. H 0.090
95. H 0.079
96. H 0.089
97. H 0.129
98. H 0.111
99. H 0.095